# 1
A 6-piece molecular cluster, C27H64IN4O10P2S5 overall, computed with the ωB97M-V functional and the def2-TZVPD basis.

Geometry (Å):
C -2.9997 -1.5228 -5.5962
C -1.7515 -2.1965 -5.0055
P -1.8213 -2.2534 -3.1786
C -0.1115 -2.8160 -2.8155
C -1.8064 -0.3736 -2.7983
N -0.5449 0.3731 -2.8878
N -0.1008 0.6373 -4.1914
C 1.1576 0.0677 -4.6855
C 2.4326 0.7756 -4.3571
O 1.1457 -0.9279 -5.3349
C -0.3580 1.9839 -4.6249
C -0.2563 3.0884 -3.6135
O -0.5861 2.1621 -5.7800
C 0.3561 0.4150 -1.7776
C -0.3870 0.8116 -0.5114
N -1.7054 0.1260 -0.2802
P -1.6430 -1.3908 0.9372
N -2.0336 -2.6273 -0.1117
O -0.0390 -1.5882 0.9316
C -2.5841 0.1318 -1.5523
C -2.9799 1.6530 -1.7835
O -2.8401 2.1232 -3.1222
C -3.9606 2.0492 -3.9230
C -3.6819 2.5306 -5.3050
O -5.0052 1.6307 -3.4958
C -3.9077 -0.6590 -1.3872
C -4.7734 -0.5492 -0.0932
C -4.6533 0.6963 0.7971
I -6.8094 -0.8358 -0.7328
H -2.8062 -0.4597 -5.7788
H -3.2672 -1.9622 -6.5600
H -3.8683 -1.5867 -4.9247
H -1.7178 -3.2566 -5.2933
H -0.8463 -1.7323 -5.3853
H 0.1710 -2.6389 -1.7766
H 0.6555 -2.3990 -3.4678
H -0.1233 -3.9049 -2.9582
H -2.4123 -0.0379 -3.6446
H 3.1175 0.7204 -5.2050
H 2.8994 0.2117 -3.5397
H 2.2982 1.7982 -4.0105
H 0.8065 3.3334 -3.4859
H -0.6565 2.7958 -2.6451
H -0.7755 3.9695 -3.9922
H 0.9756 -0.4954 -1.6514
H 1.0701 1.2328 -1.9364
H -0.6006 1.8850 -0.5432
H 0.2297 0.6553 0.3750
H -2.1814 0.7795 0.3577
H -1.3330 -3.3591 -0.1535
H -2.9560 -3.0256 0.0316
H 0.4228 -1.4835 0.0883
H -4.0244 1.7886 -1.5006
H -2.3918 2.3292 -1.1557
H -2.9646 3.3537 -5.3156
H -4.6292 2.8478 -5.7485
H -3.2738 1.7076 -5.8997
H -4.5109 -0.2940 -2.2257
H -3.7383 -1.7154 -1.6024
H -4.6313 -1.4368 0.5326
H -4.2369 0.4221 1.7773
H -5.6274 1.1406 1.0219
H -4.0525 1.5118 0.4105
C 4.3623 -2.5692 -4.9268
S 4.9892 -1.5762 -3.5707
O 5.4738 -0.2971 -4.1481
C 6.4433 -2.5777 -3.2490
H 3.4724 -2.0746 -5.3146
H 5.1256 -2.6326 -5.7019
H 4.1005 -3.5610 -4.5569
H 7.0466 -2.6218 -4.1550
H 6.1367 -3.5767 -2.9392
H 7.0066 -2.0934 -2.4546
C -1.1541 1.7576 3.2508
S -2.5390 2.8900 3.2635
O -2.9430 3.0713 1.8281
C -1.6369 4.3616 3.7560
H -1.5511 0.7828 2.9728
H -0.4116 2.1036 2.5296
H -0.7128 1.6553 4.2412
H -0.8349 4.5642 3.0462
H -1.2320 4.1884 4.7526
H -2.3329 5.1966 3.7773
C 1.8251 -1.1135 4.8994
S 0.2952 -1.3163 5.7885
O -0.5566 -0.0944 5.5904
C 0.9971 -1.1789 7.4288
H 1.5943 -1.1374 3.8324
H 2.2890 -0.1661 5.1641
H 2.4810 -1.9452 5.1629
H 1.4959 -0.2133 7.5179
H 1.7071 -1.9926 7.5755
H 0.1819 -1.2589 8.1448
C 3.7982 -3.7891 2.6704
S 3.4397 -4.4909 4.2856
O 4.0232 -3.5643 5.2899
C 4.5646 -5.8810 4.1517
H 3.2238 -2.8694 2.5787
H 4.8628 -3.5684 2.6026
H 3.4942 -4.4946 1.8973
H 5.5744 -5.5083 3.9823
H 4.2436 -6.5293 3.3362
H 4.5215 -6.4249 5.0926
C 0.2357 3.8010 7.2878
S 1.8230 3.9230 6.4576
O 2.6522 2.8066 6.9860
C 2.3795 5.4104 7.2882
H -0.2438 2.8864 6.9362
H 0.3998 3.7426 8.3635
H -0.3741 4.6707 7.0401
H 2.3838 5.2377 8.3639
H 1.7182 6.2365 7.0279
H 3.3883 5.6207 6.9401

Calculated total energy in eV: -136316.852
Maximum force in Eh/bohr: 0.019
Frontier orbital gap in eV: 8.11
Total charge: +1
Lowest unoccupied orbital energy in eV: -2.59

Löwdin atomic charge list, values in e, 99 entries: C -0.14; C -0.42; P 1.00; C -0.28; C -0.30; N -0.11; N 0.04; C -0.40; C 0.02; O 0.12; C -0.46; C 0.02; O 0.14; C -0.14; C -0.13; N -0.10; P 0.97; N -0.15; O -0.28; C -0.31; C -0.08; O -0.05; C -0.48; C 0.04; O 0.12; C -0.27; C -0.75; C -0.17; I 0.91; H 0.05; H 0.08; H 0.07; H 0.08; H 0.05; H -0.01; H 0.02; H 0.05; H 0.10; H 0.10; H 0.06; H 0.08; H 0.09; H 0.06; H 0.10; H 0.11; H 0.13; H 0.12; H 0.12; H 0.08; H 0.06; H 0.06; H 0.04; H 0.12; H 0.13; H 0.09; H 0.11; H 0.08; H 0.06; H 0.04; H 0.04; H 0.07; H 0.06; H 0.03; C -0.25; S 0.77; O -0.54; C -0.26; H 0.03; H 0.07; H 0.06; H 0.06; H 0.05; H 0.05; C -0.27; S 0.84; O -0.57; C -0.25; H 0.01; H 0.06; H 0.03; H 0.06; H 0.03; H 0.06; C -0.27; S 0.82; O -0.58; C -0.25; H 0.04; H 0.07; H 0.01; H 0.06; H 0.06; H 0.05; C -0.27; S 0.80; O -0.55; C -0.26; H 0.03; H 0.06

=====

# 2
A 2-piece molecular cluster, C2H3O3 overall, computed with the ωB97M-V functional and the def2-TZVPD basis.

Geometry (Å):
C -0.3660 -0.0060 2.4211
C 0.0166 -0.1339 0.0944
O -0.6050 -1.6016 4.2465
O -0.6787 1.1632 2.4017
O 0.0171 -0.7375 1.4006
H 0.6976 0.7207 0.0692
H -0.9914 0.2068 -0.1530
H 0.3404 -0.9047 -0.6038

Calculated total energy in eV: -8260.617
Maximum force in Eh/bohr: 0.040
Frontier orbital gap (alpha / beta) in eV: 6.68 / 6.06
Total charge: -1
Lowest unoccupied orbital energy (alpha / beta) in eV: 3.68 / 3.70
Energy relative to the best compared isomer or geometry (same formula, charge and spin) in kcal/mol: 134.1

The computed Löwdin charges, all in e, follow: C -0.37; C -0.08; O -0.71; O 0.01; O -0.10; H 0.08; H 0.08; H 0.08

=====

# 3
An isolated molecule of C6H8N2O2S, computed with the ωB97M-V functional and the def2-TZVPD basis.

Geometry (Å):
C -2.8559 -0.4545 0.0575
C -1.8573 0.7379 -0.0565
C -0.1784 -1.0523 -0.0265
C 1.4389 -1.0658 -0.2131
C 2.9823 0.9571 0.0713
C 0.4884 1.2167 -0.1404
H -2.6788 -0.6400 1.0982
H -2.7212 -1.4196 -0.5708
H -4.0147 -0.2508 -0.0062
H -0.3896 -1.3799 0.9390
H -0.6182 -1.5093 -0.9662
H 1.9693 -1.5558 -1.0648
H 2.0019 -1.4828 0.7894
H 2.9843 2.0030 0.4514
N -0.5600 0.3894 -0.1344
N 1.6487 0.4446 -0.1999
O -2.1179 1.9696 -0.0123
O 4.0001 0.2230 0.0800
S 0.4782 2.8695 -0.0956

Calculated total energy in eV: -24260.600
SMILES string: CC(=O)N1CCN(C=O)C1=S
Maximum force in Eh/bohr: 0.097
Frontier orbital gap in eV: 8.12
Total charge: 0
Lowest unoccupied orbital energy in eV: -0.02
Energy relative to the best compared isomer or geometry (same formula, charge and spin) in kcal/mol: 50.1

The computed Löwdin charges, all in e, follow: C -0.01; C -0.44; C -0.06; C -0.04; C -0.22; C -0.76; H 0.07; H 0.10; H 0.12; H 0.10; H 0.14; H 0.12; H 0.16; H 0.10; N -0.05; N -0.07; O -0.02; O 0.00; S 0.75

=====

# 4
C41H26Cl5EuN5O5P as an isolated structure, computed with the ωB97M-V functional and the def2-TZVPD basis.

Geometry (Å):
Eu 0.3930 -0.3452 0.6204
Cl -2.4129 -3.8438 6.6275
C -1.6824 -3.3956 5.1301
C -0.7873 -2.3218 5.0756
Cl -0.3833 -1.4629 6.5129
C -0.2296 -1.9515 3.8614
Cl 0.7770 -0.5452 3.7387
C -0.5012 -2.6553 2.6586
O 0.0283 -2.3130 1.5643
C -1.4158 -3.7204 2.7537
Cl -1.8116 -4.5492 1.3023
C -1.9918 -4.0757 3.9596
Cl -3.1242 -5.3795 4.0145
N 10.2763 1.4637 -3.4799
C 9.3900 1.1952 -2.8558
C 8.2676 0.8569 -2.0567
C 8.4304 0.4233 -0.7792
C 7.3339 0.0933 0.0090
C 6.0670 0.1965 -0.4865
C 5.8953 0.6262 -1.7720
C 6.9991 0.9545 -2.5503
N 4.9646 -0.1328 0.3197
C 5.0032 -0.8114 1.5066
C 3.7225 -0.8995 1.8942
N 2.8941 -0.2928 0.9851
C 3.6639 0.1464 0.0568
H 9.4282 0.3467 -0.3780
H 7.4862 -0.2278 1.0213
H 4.9137 0.6892 -2.1959
H 6.8589 1.2822 -3.5664
H 5.9124 -1.1782 1.9278
H 3.3336 -1.3791 2.7694
H 3.3256 0.6841 -0.8124
N -0.6881 1.5263 1.1992
P -2.2146 1.3869 1.1938
C -3.1609 2.9514 1.0818
C -2.4684 4.1051 0.7774
C -3.1363 5.3103 0.6645
C -4.5031 5.3674 0.8568
C -5.2084 4.2138 1.1691
C -4.5361 3.0120 1.2824
C -2.9372 0.5830 2.6887
C -3.8803 -0.4386 2.6778
C -4.2943 -1.0388 3.8568
C -3.7873 -0.6078 5.0669
C -2.8652 0.4261 5.0918
C -2.4409 1.0056 3.9164
C -2.8386 0.3807 -0.2122
C -3.4141 0.9712 -1.3413
C -3.7040 0.2139 -2.4637
C -3.4291 -1.1449 -2.4844
C -2.8581 -1.7478 -1.3747
C -2.5625 -0.9841 -0.2540
H -1.4011 4.0397 0.6374
H -2.5874 6.2075 0.4253
H -5.0229 6.3098 0.7689
H -6.2742 4.2531 1.3261
H -5.0821 2.1155 1.5319
H -4.2905 -0.7893 1.7461
H -5.0027 -1.8477 3.8236
H -4.0976 -1.0777 5.9845
H -2.4618 0.7649 6.0312
H -1.6785 1.7762 3.9400
H -3.6212 2.0275 -1.3486
H -4.1365 0.6868 -3.3309
H -3.6452 -1.7246 -3.3678
H -2.6041 -2.7975 -1.3790
H -2.1219 -1.4974 0.6098
O 1.1279 0.4741 -1.4886
C 0.6969 -0.5767 -2.0569
O 0.2952 -1.5505 -1.3712
C 0.6186 -0.6560 -3.5263
C 0.1883 -1.8302 -4.1429
C 0.0764 -1.9087 -5.5128
C 0.3993 -0.7865 -6.2744
C 0.8358 0.3965 -5.6841
C 0.9433 0.4490 -4.3125
N 0.2762 -0.8373 -7.6706
O 0.5379 0.1404 -8.2808
O -0.1012 -1.8388 -8.1746
H -0.0601 -2.6766 -3.5229
H -0.2502 -2.8070 -6.0140
H 1.0747 1.2419 -6.3116
H 1.2714 1.3506 -3.8236

Calculated total energy in eV: -151859.214
Maximum force in Eh/bohr: 0.087
Frontier orbital gap (alpha / beta) in eV: 3.91 / 6.20
Total charge: -1
Lowest unoccupied orbital energy (alpha / beta) in eV: 1.29 / 1.30
Multiplicity: 8
<S²>: 15.76
Energy relative to the best compared isomer or geometry (same formula, charge and spin) in kcal/mol: 0.0

The computed Löwdin charges, all in e, follow: Eu 1.42; Cl 0.64; C -0.74; C -0.71; Cl 0.68; C -0.57; Cl 0.72; C -0.53; O -0.28; C -0.62; Cl 0.71; C -0.71; Cl 0.65; N 0.17; C -0.20; C -0.26; C -0.02; C 0.01; C -0.19; C 0.02; C -0.01; N -0.01; C -0.05; C -0.13; N -0.01; C -0.14; H 0.12; H 0.10; H 0.11; H 0.13; H 0.11; H 0.08; H 0.12; N -0.44; P 0.62; C -0.30; C -0.09; C -0.10; C -0.11; C -0.09; C -0.09; C -0.28; C -0.09; C -0.08; C -0.10; C -0.12; C -0.11; C -0.28; C -0.08; C -0.09; C -0.09; C -0.08; C -0.15; H 0.09; H 0.09; H 0.09; H 0.09; H 0.10; H 0.10; H 0.10; H 0.09; H 0.09; H 0.10; H 0.10; H 0.10; H 0.10; H 0.10; H 0.08; O -0.16; C -0.64; O -0.13; C -0.11; C 0.01; C 0.02; C -0.17; C 0.02; C 0.01; N -0.42; O 0.09; O 0.09; H 0.12; H 0.12; H 0.12; H 0.12

=====

no.,M (g/mol)
1,954.01
2,75.04
3,172.21
4,1028.89